Molecular formula: C38H64N4O18
Method: DFT, wB97M-V/def2-TZVPD

```
124
Properties=species:S:1:pos:R:3:forces:R:3:lowdin_charge:R:1
C 0.94623 -0.11684 3.45238 -0.5056 -0.5034 0.1458 0.010
C -0.39410 -0.03679 2.69976 2.1861 2.5183 -0.1530 -0.259
C -0.55977 1.26507 1.81731 3.3411 -2.2009 0.8068 -0.087
O -1.26059 0.72651 0.75702 -2.1441 1.8469 -2.0050 0.056
C -1.13803 -0.56587 0.59788 0.6562 -1.2107 -0.3580 -0.510
O -1.47516 -1.17134 -0.40698 0.6174 0.6517 2.5024 0.109
O -0.49455 -1.04135 1.72483 -0.5745 -1.5834 -1.3788 0.072
H 1.19157 0.64508 4.19850 -0.8084 0.3298 -0.4160 0.079
H 1.78325 -0.18833 2.79982 0.5728 0.2370 -0.9257 0.062
H 1.01157 -1.03143 4.00529 -0.2614 -0.7713 0.4286 0.074
H -1.18240 -0.08312 3.40193 -1.1569 -0.3748 0.6551 0.141
H 0.43387 1.62841 1.41386 -0.9262 -0.3202 0.4993 0.133
H -1.00085 2.03923 2.36341 -1.2460 1.2165 0.2353 0.103
C 3.62555 2.12517 3.69992 -2.1337 -1.7853 -0.6618 -0.027
C 3.71183 1.56545 5.12204 1.4054 3.3052 0.4820 -0.298
C 2.75331 2.25459 6.16456 1.9031 -1.7721 -1.0979 -0.082
O 2.13979 1.17688 6.76527 -0.9946 -1.9720 0.9786 0.070
C 2.56064 0.00074 6.23926 -2.3830 -3.5411 2.5457 -0.539
O 2.12408 -1.11238 6.59594 1.6601 4.0039 -1.4108 0.117
O 3.49953 0.22788 5.35356 0.2957 -1.8761 -1.5771 0.113
H 4.07733 3.06372 3.52649 0.5097 1.2463 0.6978 0.061
H 2.56258 2.21577 3.36854 0.7534 -0.0488 0.1773 0.074
H 4.12686 1.50403 2.95873 -0.0003 -0.4763 0.1903 0.082
H 4.74566 1.76276 5.39576 0.2007 -0.0554 0.3867 0.148
H 2.00915 2.76791 5.69216 -1.7809 1.9759 -1.3257 0.102
H 3.24767 2.80091 6.90981 0.7894 1.0609 0.8095 0.123
C -2.40723 0.78825 -2.39241 -1.4572 0.0820 -0.7150 -0.012
C -2.84779 1.87906 -3.36371 0.9812 0.9479 2.0375 -0.239
C -2.44187 3.38735 -2.98417 -0.3103 -1.5037 0.6491 -0.042
O -1.80617 3.83339 -4.17840 -0.3849 0.9645 1.8863 0.096
C -1.61730 2.78664 -4.94704 2.6314 3.3850 -3.3560 -0.726
O -1.00973 2.87760 -5.96634 0.8289 0.0548 -1.1942 0.153
O -2.12797 1.73192 -4.54605 -1.5537 -4.7251 0.8280 0.125
H -2.45546 -0.15628 -2.93481 -0.0549 -0.0700 0.1447 0.081
H -3.05414 0.71557 -1.52359 -0.2551 0.0168 -0.0246 0.076
H -1.43617 0.90536 -2.01590 1.4822 0.3897 0.3169 0.038
H -3.85639 1.71853 -3.62425 -1.4593 0.2305 -0.0897 0.138
H -1.73432 3.32062 -2.11743 -0.4116 0.4390 -0.7712 0.110
H -3.27723 4.05345 -2.80197 -0.1249 -0.0761 0.2777 0.126
C 0.56061 -3.63276 -0.52524 1.0069 1.2219 1.1047 -0.015
C 1.19310 -4.56693 0.48401 0.2660 -1.1234 -2.3215 -0.331
C 2.72667 -4.50537 0.51942 -0.6900 -1.2465 0.3841 -0.073
O 2.96022 -3.74728 1.69336 1.8322 0.6377 -0.4533 0.068
C 1.89038 -3.80001 2.45491 0.3785 0.3346 4.1163 -0.607
O 1.85816 -3.58303 3.65391 0.2598 0.2674 -1.8736 0.139
O 0.86533 -4.21305 1.78833 -2.5252 -0.8244 -0.2349 0.088
H 0.89180 -2.58670 -0.18658 -0.7046 -1.2088 -0.9308 0.101
H -0.51566 -3.72310 -0.51519 -0.2344 0.1854 0.0666 0.054
H 0.93160 -3.89307 -1.51590 0.0218 0.2217 -0.0708 0.096
H 0.90551 -5.61326 0.21676 -0.1614 0.6839 0.7299 0.163
H 3.12295 -4.01121 -0.36195 0.4166 -0.2389 0.1169 0.121
H 3.07531 -5.54777 0.73882 0.3326 0.9769 -0.6771 0.154
C -2.79724 -3.25990 -2.75549 -1.4509 0.4867 -2.1039 -0.013
O -4.02223 -3.54666 -2.01972 -1.2819 -0.9580 1.0823 -0.027
C -5.10983 -4.04957 -2.61804 0.4467 -0.7898 -8.1830 -0.344
O -5.09642 -4.25778 -4.03718 -0.5717 1.0778 8.8455 -0.078
O -6.19770 -4.28677 -1.81543 5.0109 2.0150 0.0434 -0.035
C -7.36403 -4.75694 -2.36110 -2.5195 0.7233 0.7832 -0.080
H -3.08602 -2.47007 -3.44564 0.1731 0.1790 -0.0738 0.092
H -2.45635 -4.05428 -3.38552 -0.3428 -0.9846 -0.1151 0.092
H -1.94494 -2.93557 -2.20612 -0.1921 0.2020 1.5702 0.049
H -7.22233 -5.76029 -2.61127 -0.0817 -1.5521 -0.9898 0.081
H -7.77366 -4.12198 -3.14943 0.3522 -0.2715 -0.1633 0.107
H -8.07961 -4.72137 -1.49966 0.4631 -0.0679 -0.7733 0.114
C -1.31101 6.71500 -0.29562 2.4621 -1.3398 -0.0958 -0.044
O -2.40585 5.89767 -0.45286 -3.2427 -0.4486 -0.6648 0.028
C -2.54998 4.79946 0.21697 7.7469 -1.9546 4.8891 -0.485
O -1.46998 4.32537 0.96985 -6.1440 2.1391 -3.9362 -0.069
O -3.71972 4.25745 0.14890 -0.0955 1.0389 -0.0566 0.039
C -3.86228 2.99315 0.73258 -1.1249 -2.6461 0.9778 -0.037
H -1.54819 7.71113 -0.49400 -0.6663 1.3783 -0.7943 0.085
H -0.53158 6.29583 -0.93874 0.0923 0.5643 -0.1503 0.105
H -0.91270 6.66716 0.68449 0.1962 -0.2185 1.1759 0.084
H -4.91001 2.85484 1.16330 1.4391 0.6463 -0.5961 0.127
H -3.10110 2.63604 1.46852 -0.5156 1.2225 -0.4938 0.092
H -3.76183 2.29868 -0.08927 -0.1590 -0.4228 -0.1979 0.072
C 2.79128 3.96370 0.93282 -1.4355 -0.3172 -0.6507 -0.098
C 2.33232 5.18523 0.07174 0.4267 -0.1988 -0.3469 -0.236
C 3.51621 5.53824 -0.87116 -1.4695 0.2468 -1.2994 -0.168
C 3.78926 4.41882 -1.81496 -0.5202 3.8419 3.5413 -0.225
N 3.91748 3.58658 -2.54770 0.6206 -3.3309 -2.8509 0.178
H 1.97515 3.46486 1.47246 -0.0365 1.0266 0.6705 0.052
H 3.67234 4.16122 1.55043 -0.2878 0.0140 -0.0555 0.069
H 2.95156 3.07931 0.30219 0.7756 0.5465 -0.5272 0.047
H 2.00423 6.09887 0.58338 0.6812 -0.2648 0.6237 0.105
H 1.44666 5.00872 -0.52216 -0.1213 -0.8759 -0.1632 0.056
H 4.31994 5.74581 -0.20965 1.2294 0.1489 0.0665 0.093
H 3.32553 6.42901 -1.54188 0.1300 -0.7761 0.9561 0.135
C -2.07929 -4.63301 2.48987 0.6865 1.1936 -0.9477 -0.080
C -3.18576 -4.07763 1.61577 -1.3994 -0.7459 0.5890 -0.215
C -3.71207 -5.17472 0.64315 0.0477 0.0868 1.0131 -0.171
C -2.77277 -5.73519 -0.30087 -0.6072 0.6494 1.4228 -0.240
N -1.99825 -6.19488 -0.98845 1.4208 -0.7435 -1.4007 0.174
H -1.54515 -3.92119 3.12700 -0.6178 0.0666 0.1748 0.084
H -1.28173 -4.92489 1.82231 0.1230 -0.6399 -0.0847 0.047
H -2.45029 -5.46476 3.03433 -0.0999 -0.7943 0.6639 0.071
H -2.98781 -3.15463 1.12664 0.8471 0.5635 -0.8701 0.081
H -4.06768 -3.78275 2.20955 0.1691 -0.3865 0.0942 0.113
H -4.51863 -4.83154 0.06126 -1.0789 0.8226 -0.6711 0.071
H -4.15847 -5.99332 1.21382 0.3342 -0.1098 0.1542 0.129
C 0.65490 -1.04184 -2.96210 0.6061 1.6135 0.6030 -0.086
C 0.96651 0.15105 -3.87832 0.5926 0.1256 -1.0398 -0.207
C 1.78656 1.27467 -3.24419 0.3101 0.1849 0.7551 -0.205
C 1.13005 2.07082 -2.19342 -1.6466 1.6091 1.9558 -0.189
N 0.63472 2.75388 -1.37069 1.2775 -2.0067 -2.1684 0.197
H -0.32545 -1.38163 -3.14755 -1.2994 -0.3561 0.2444 0.043
H 0.82611 -0.75907 -1.91294 -0.6842 0.0193 -0.0976 0.058
H 1.29072 -1.88122 -3.07629 0.9432 -0.6951 -0.6556 0.049
H 0.08350 0.71336 -4.27666 0.4174 -1.1903 0.1317 0.103
H 1.59079 -0.23534 -4.74232 -0.8712 0.6829 0.7749 0.126
H 2.04211 2.00588 -3.99977 0.3343 0.1061 -0.2518 0.115
H 2.70774 0.94824 -2.75346 0.0915 -0.1585 -0.4608 0.073
C 2.97454 0.00374 0.19339 -0.5454 -0.6768 -1.7533 -0.055
C 3.77797 -1.26370 -0.22771 -0.6178 0.4605 0.6197 -0.238
C 4.97373 -1.17248 -1.16303 1.9066 2.3236 0.8553 -0.182
C 4.57208 -1.10989 -2.56522 -0.4734 -0.3613 -2.4137 -0.210
N 4.21390 -1.10433 -3.67939 0.7288 0.0493 2.4912 0.171
H 3.18519 0.47906 1.13355 0.3399 -0.0906 0.4321 0.040
H 1.89737 -0.30824 0.14184 0.8017 0.5189 0.4282 0.072
H 3.09505 0.73661 -0.60307 -0.0784 0.3546 0.0623 0.051
H 3.03507 -1.80371 -0.78414 -0.2598 -0.8860 0.0166 0.066
H 4.06330 -1.79721 0.66465 -0.0125 -0.4205 0.1535 0.099
H 5.75560 -1.92787 -0.94630 -0.7849 -0.0644 -0.5246 0.125
H 5.57932 -0.21380 -0.94192 -0.9741 -1.1080 -0.4171 0.149
```
Positions in Å, forces in eV/Å.

Values from the calculation:
highest occupied orbital energy	-10.09	eV
strongest force on any atom	9.4	eV/A
relative energy (zero: lowest compared OMol25 entry of this formula, charge and spin)	43.3	kcal/mol
SMILES string	C[C@H]1COC(=O)O1.C[C@H]1COC(=O)O1.C[C@H]1COC(=O)O1.C[C@H]1COC(=O)O1.COC(=O)OC.COC(=O)OC.CCCC#N.CCCC#N.CCCC#N.CCCC#N
multiplicity	1
Kohn-Sham gap	10.3	eV